(1)
The following is a quantum chemistry calculation of a cluster of 2 separate species, CH3N3O2 in total, from the Open Molecules 2025 dataset.

```
9
Properties=species:S:1:pos:R:3:lowdin_charge:R:1
C -0.241 0.779 -0.158 -0.01
N 2.797 -0.012 -0.263 0.08
N 2.096 0.776 -0.548 0.01
N -0.943 -0.327 0.009 -0.38
O -1.181 -1.159 -0.953 -0.09
O -1.063 -0.876 1.249 0.06
H -0.155 1.283 0.822 0.10
H -0.036 1.317 -1.143 0.11
H -1.274 -1.780 0.985 0.12
```

ΔE to the lowest compared entry with this formula, charge and spin = 388.9 kJ/mol
E_tot = -9647.4001 eV
HOMO (spin up / spin down) = -9.16 / -9.16 eV
net charge = 0
frontier orbital gap (spin up / spin down) = 9.596 / 9.595 eV
structure (SMILES) = C=[N+]([O-])O.N#N

(2)
The following is a quantum chemistry calculation of a structure of composition CH3N3O2S, from the Open Molecules 2025 dataset.

```
10
Properties=species:S:1:pos:R:3:lowdin_charge:R:1
C 1.081 0.245 0.277 -0.47
N 0.591 1.533 0.473 0.18
N -1.157 1.354 0.183 0.01
N 0.415 -0.405 -0.753 -0.10
O -2.021 -0.278 -1.530 -0.26
O -1.559 -0.911 0.867 -0.28
S -1.271 -0.129 -0.332 0.51
H 2.198 0.286 0.195 0.14
H 0.980 -0.326 1.326 0.17
H 0.743 -1.369 -0.705 0.12
```

ΔE to the lowest compared entry with this formula, charge and spin = 566.3 kJ/mol
E_tot = -20479.7096 eV
HOMO (spin up / spin down) = -11.02 / -10.81 eV
net charge = 0
frontier orbital gap (spin up / spin down) = 9.025 / 8.171 eV

(3)
The following is a quantum chemistry calculation of the molecule CH3N3O2S, from the Open Molecules 2025 dataset.

```
10
Properties=species:S:1:pos:R:3:lowdin_charge:R:1
C 1.041 -0.611 -0.118 -0.64
N -1.136 0.528 0.174 -0.02
N 1.212 -0.305 1.208 0.17
N -0.137 -0.129 -0.759 -0.52
O 1.864 -1.133 -0.804 0.08
O -2.277 0.726 -0.483 -0.10
S -0.609 -0.243 -2.297 0.75
H 0.416 -0.200 1.746 0.05
H 2.196 -0.198 1.507 0.14
H -2.569 1.565 -0.174 0.09
```

ΔE to the lowest compared entry with this formula, charge and spin = 325.9 kJ/mol
E_tot = -20482.2014 eV
HOMO (spin up / spin down) = -8.91 / -9.01 eV
net charge = 0
frontier orbital gap (spin up / spin down) = 8.491 / 7.733 eV
structure (SMILES) = NC(=O)/[N+]([S-])=N/O

(4)
The following is a quantum chemistry calculation of a cluster of 2 separate species, CH3N3O2Si in total, from the Open Molecules 2025 dataset.

```
10
Properties=species:S:1:pos:R:3:lowdin_charge:R:1
C 0.946 -1.871 0.015 -0.31
N 1.093 -2.985 -0.122 0.08
N -1.272 -0.140 -1.106 -0.02
N 0.751 1.262 0.019 -0.52
O 1.950 1.234 0.243 0.01
O 0.179 2.314 -0.231 0.01
Si -0.101 -0.298 0.114 0.65
H -1.592 0.802 -1.146 0.03
H -1.912 -0.840 -1.177 0.00
H -0.042 0.522 3.392 0.06
```

ΔE to the lowest compared entry with this formula, charge and spin = 424.4 kJ/mol
E_tot = -17522.2213 eV
HOMO (spin up / spin down) = -11.41 / -8.99 eV
net charge = 0
frontier orbital gap (spin up / spin down) = 9.385 / 8.274 eV

Repeat the fourth record exactly.
The following is a quantum chemistry calculation of a cluster of 2 separate species, CH3N3O2Si in total, from the Open Molecules 2025 dataset.

```
10
Properties=species:S:1:pos:R:3:lowdin_charge:R:1
C 0.946 -1.871 0.015 -0.31
N 1.093 -2.985 -0.122 0.08
N -1.272 -0.140 -1.106 -0.02
N 0.751 1.262 0.019 -0.52
O 1.950 1.234 0.243 0.01
O 0.179 2.314 -0.231 0.01
Si -0.101 -0.298 0.114 0.65
H -1.592 0.802 -1.146 0.03
H -1.912 -0.840 -1.177 0.00
H -0.042 0.522 3.392 0.06
```

ΔE to the lowest compared entry with this formula, charge and spin = 424.4 kJ/mol
E_tot = -17522.2213 eV
HOMO (spin up / spin down) = -11.41 / -8.99 eV
net charge = 0
frontier orbital gap (spin up / spin down) = 9.385 / 8.274 eV